C30H62F9N4O12P | ωB97M-V/def2-TZVPD

Each line ends with the Mulliken charge.
Cartesian coordinates (Å):
C: 1.95215 -6.04611 3.48085  -1.436
C: 1.22769 -5.26744 2.47565  -0.214
C: 0.32488 -4.21843 3.09754  -0.297
C: -0.43295 -3.33129 2.07610  -0.623
N: -1.49365 -2.44991 2.70845  0.843
C: -1.80013 -1.25491 1.80288  -0.359
C: -2.44157 -0.23877 2.67307  -0.466
C: -1.78138 -0.42674 4.02634  -0.486
C: -0.98904 -1.68669 3.94410  -0.449
C: -2.88359 -3.20822 3.03261  -0.995
H: 1.16817 -6.51227 4.07765  0.357
H: 2.37098 -5.35174 4.20922  0.296
H: 2.63556 -6.84585 3.19538  0.388
H: 0.71932 -5.86926 1.72235  0.490
H: 1.98054 -4.70601 1.92238  0.093
H: 1.00791 -3.50731 3.56216  0.127
H: -0.24935 -4.55599 3.96034  0.477
H: -0.96310 -4.01943 1.41768  0.381
H: 0.33852 -2.81268 1.50692  -0.023
H: -2.44328 -1.61223 0.99865  0.081
H: -0.87491 -0.82174 1.42284  -0.403
H: -3.50907 -0.35514 2.86019  0.314
H: -2.23936 0.79737 2.40172  0.767
H: -2.58336 -0.47208 4.76313  0.314
H: -1.12559 0.36594 4.38651  -0.086
H: -1.31411 -2.29744 4.78637  0.444
H: 0.05918 -1.41339 3.82312  0.193
H: -3.26933 -3.60180 2.09219  0.307
H: -3.60705 -2.67724 3.65130  0.315
H: -2.45766 -4.06859 3.54881  0.399
P: 0.34038 0.65086 -1.17248  1.591
F: 0.64835 2.23291 -1.37727  -0.423
F: -1.07220 1.04741 -0.45219  -0.251
F: -0.30245 0.65262 -2.65278  -0.351
F: -0.07588 -0.90690 -1.15897  -0.418
F: 1.92927 0.26836 -1.60936  -0.419
F: 0.96663 0.74815 0.37890  -0.429
C: 0.70838 3.25715 4.47127  -0.972
C: 0.44737 3.91227 3.16175  0.406
C: 1.58160 3.84414 2.07134  -0.322
O: 1.18786 4.40224 0.81127  -0.394
C: 2.24354 4.44631 -0.11120  -0.415
N: -0.62366 3.29157 2.44556  -0.670
H: 0.19317 3.65057 5.34756  0.283
H: 1.78865 3.11806 4.51332  0.357
H: 0.36343 2.22326 4.45861  -0.015
H: 0.18030 4.95879 3.30865  0.402
H: 1.98139 2.83508 1.97108  -0.151
H: 2.39398 4.46792 2.44423  0.631
H: 1.79219 4.94981 -0.96611  0.047
H: 2.61829 3.42719 -0.20640  0.135
H: 3.05108 5.08397 0.24848  0.313
H: -0.45541 3.62634 1.50763  0.316
H: -0.56473 2.29515 2.29135  0.112
C: -1.94992 3.76902 -4.43994  -1.514
C: -1.33776 4.76654 -3.43620  1.275
C: -1.48859 6.21473 -3.61529  -0.514
O: -0.51237 6.66004 -4.52821  -0.358
C: 0.76799 7.01526 -4.16835  -0.662
N: -1.73258 4.31546 -2.06779  -0.889
H: -1.49421 3.88977 -5.42273  0.406
H: -3.00784 3.89570 -4.66984  0.342
H: -1.92714 2.69414 -4.26043  0.190
H: -0.28971 4.48144 -3.34455  -0.094
H: -1.36806 6.67092 -2.63270  0.363
H: -2.42990 6.52130 -4.07141  0.274
H: 0.91286 7.93257 -3.59769  0.283
H: 1.20156 7.32340 -5.11976  0.237
H: 1.27140 6.12964 -3.78058  0.283
H: -1.10795 4.59910 -1.32652  0.279
H: -1.52823 3.32850 -2.13292  0.082
C: -3.72075 -0.22458 -1.56739  -1.246
C: -4.11780 -1.71598 -1.80524  0.754
C: -5.37851 -2.25249 -0.92969  -1.070
O: -5.00767 -2.39286 0.44009  -0.069
C: -6.19741 -2.42346 1.27105  -0.838
N: -4.42326 -1.83340 -3.22749  -0.752
H: -4.52481 0.46974 -1.81128  0.503
H: -2.83350 0.07962 -2.12268  0.194
H: -3.41317 -0.07025 -0.53313  0.124
H: -3.23323 -2.34276 -1.69216  0.215
H: -5.94088 -3.13554 -1.23311  0.421
H: -6.16664 -1.50160 -0.98556  0.408
H: -5.80539 -2.43419 2.28805  0.134
H: -6.64929 -3.38530 1.02863  0.392
H: -6.75944 -1.48953 1.26661  0.346
H: -3.80805 -2.50024 -3.67127  0.289
H: -4.26224 -0.89385 -3.56129  0.274
C: 3.72735 0.17638 1.86658  0.381
C: 5.17983 -0.09197 2.30686  0.399
O: 5.03649 -1.16215 3.32911  -0.369
C: 3.84631 -1.73783 3.33031  0.521
O: 3.45016 -2.72246 4.03484  -0.607
O: 3.15462 -1.03582 2.34525  -0.073
F: 5.56341 1.02477 2.99161  -0.339
H: 3.50618 0.27492 0.80381  -0.106
H: 3.22444 0.99698 2.37824  -0.133
H: 6.02871 -0.29396 1.65362  0.166
C: 5.14473 -1.54783 -2.37949  -0.486
C: 4.06862 -1.85590 -1.30315  1.257
O: 4.78316 -2.42805 -0.23294  -0.211
C: 6.08340 -1.94985 -0.35069  0.539
O: 6.88937 -2.01561 0.56744  -0.595
O: 6.29949 -1.35263 -1.48852  -0.313
F: 3.18668 -2.71505 -1.73803  -0.313
H: 4.84183 -0.70688 -3.00330  0.348
H: 5.21841 -2.34590 -3.11824  0.281
H: 3.53725 -0.96414 -0.97074  -0.461
C: 0.73617 -1.15674 -4.50033  0.219
C: 1.60228 -2.22136 -5.26934  0.189
O: 0.66644 -3.21627 -5.49605  -0.338
C: -0.56303 -2.73398 -5.62947  0.564
O: -1.52961 -3.32266 -6.03085  -0.530
O: -0.59720 -1.47256 -4.94981  -0.255
F: 2.53115 -2.57503 -4.44583  -0.203
H: 1.12876 -0.28784 -5.02852  0.210
H: 0.88047 -1.05205 -3.42501  -0.252
H: 1.98868 -1.68721 -6.13737  0.337

Calculated values
Spin multiplicity = 1
E_tot = -96391.9294 eV
E_HOMO = -8.425 eV
LUMO = -0.07 eV
Orbital gap = 8.4 eV
Charge = 0
Molecular weight = 872.80 g mol⁻¹